(1)
{
  "formula": "C18H38BN5O4P",
  "method": "ωB97M-V/def2-TZVPD",
  "gap_ev": 7.81,
  "total_charge": 1,
  "lumo_energy_ev": -4.116,
  "symbols": ["C", "C", "C", "O", "C", "C", "C", "B", "N", "O", "C", "N", "C", "C", "C", "N", "C", "C", "C", "C", "O", "N", "N", "P", "C", "C", "C", "H", "H", "H", "H", "H", "H", "H", "H", "H", "H", "H", "H", "H", "H", "H", "H", "H", "H", "H", "H", "H", "H", "H", "H", "H", "H", "H", "H", "H", "H", "H", "H", "H", "H", "C", "O", "H", "H", "H", "H"],
  "positions_angstrom": [[0.7600, 3.8915, 2.2719], [0.5015, 2.6589, 3.1600], [-0.0277, 1.4678, 2.3601], [0.2224, 0.2383, 3.0471], [1.2617, -0.5085, 2.4818], [0.9208, -1.0569, 1.1061], [1.7404, -0.7283, 0.0345], [3.0373, 0.1730, 0.0795], [4.3427, -0.4409, 0.2953], [2.9227, 1.5177, -0.1264], [1.3913, -1.2755, -1.1817], [2.1138, -1.0354, -2.3657], [0.2246, -2.0799, -1.1767], [-0.2243, -2.7106, -2.4784], [-1.5220, -2.0643, -2.9779], [-1.4947, -0.6041, -2.7661], [-0.8874, 0.0956, -3.9044], [-0.2935, 1.4182, -3.4029], [-2.8320, -0.1494, -2.5113], [-3.2875, -0.1558, -1.0595], [-3.5911, 0.2274, -3.3767], [-0.5112, -2.3712, -0.1443], [-0.1308, -1.8493, 1.0334], [-1.1361, -2.3494, 2.4678], [-2.6856, -1.3822, 2.3760], [-1.5509, -4.0923, 2.0381], [-1.7408, -4.9372, 3.3131], [0.0157, 4.6644, 2.4477], [0.7305, 3.6362, 1.2145], [1.7281, 4.3254, 2.5015], [-0.2244, 2.8940, 3.9345], [1.4110, 2.3640, 3.6857], [-1.1146, 1.5799, 2.3356], [0.3195, 1.4775, 1.3230], [2.1779, 0.0939, 2.4756], [1.4625, -1.3635, 3.1291], [5.0751, 0.2641, 0.3165], [4.5616, -0.9789, -0.5442], [3.7628, 1.8950, -0.4037], [2.9080, -1.6662, -2.4035], [2.4098, -0.0693, -2.4387], [-0.3287, -3.7769, -2.2793], [0.5369, -2.5872, -3.2413], [-2.3520, -2.4777, -2.4051], [-1.6284, -2.3036, -4.0365], [-1.5792, 0.2547, -4.7330], [-0.0527, -0.4837, -4.3003], [0.2354, 1.9326, -4.2006], [-1.1027, 2.0391, -3.0178], [0.3615, 1.1976, -2.5601], [-4.0595, 0.6020, -0.9783], [-3.7618, -1.1157, -0.8499], [-2.4540, 0.0461, -0.3914], [-3.1390, -1.4252, 3.3634], [-3.4088, -1.7895, 1.6665], [-2.4999, -0.3574, 2.0658], [-2.4008, -4.1574, 1.3610], [-0.6792, -4.4553, 1.4923], [-2.0696, -4.3404, 4.1607], [-0.8324, -5.4816, 3.5489], [-2.4966, -5.6905, 3.1018], [1.6207, 5.3967, -0.9128], [1.8853, 6.1945, 0.2349], [0.5464, 5.3944, -1.0799], [2.1170, 5.8115, -1.7939], [1.9596, 4.3670, -0.7548], [2.8357, 6.1925, 0.3737]],
  "forces_ev_per_a": [[-0.2, -0.1, 0.4], [0.3, 0.0, -0.4], [-0.6, 0.6, 0.7], [-0.3, -0.4, -0.4], [0.2, 0.1, 0.4], [0.7, 0.9, 1.9], [-0.2, -0.1, -1.0], [1.0, 0.2, 0.6], [-0.5, 0.6, -1.2], [-0.5, -0.3, -0.1], [-0.3, 0.3, 1.2], [-0.1, -0.2, 0.1], [0.0, -0.9, -2.1], [0.1, 0.1, 0.3], [0.2, -0.2, 0.7], [-0.2, -0.2, -0.6], [0.8, 0.6, 0.0], [-0.7, -0.5, 0.0], [-1.0, 0.3, -0.1], [0.1, -0.1, -0.6], [0.9, -0.1, 0.4], [0.3, 0.3, 0.5], [-0.9, -0.1, -1.4], [0.6, -0.3, 1.8], [-0.2, -0.4, -1.0], [0.2, 0.4, -0.4], [-0.3, 0.0, -0.5], [0.0, 0.1, -0.1], [0.1, 0.0, -0.1], [0.1, 0.1, -0.1], [0.0, 0.0, 0.1], [0.1, -0.1, -0.1], [-0.1, -0.2, -0.3], [0.3, -0.2, 0.1], [0.1, -0.1, -0.4], [-0.1, 0.0, 0.2], [0.1, -0.1, 0.3], [0.1, -0.7, 0.6], [0.1, 0.3, 0.3], [0.0, 0.1, -0.4], [0.2, 0.0, 0.0], [-0.3, -0.1, -0.2], [0.2, 0.0, 0.1], [-0.1, -0.1, -0.2], [-0.4, 0.0, 0.0], [-0.2, 0.0, 0.1], [-0.1, -0.4, 0.1], [0.0, 0.1, 0.1], [0.1, 0.3, -0.1], [0.2, 0.1, 0.0], [0.0, 0.1, 0.1], [0.2, -0.1, 0.2], [0.0, -0.1, 0.1], [0.1, 0.2, 0.1], [0.1, -0.1, 0.0], [0.1, 0.1, 0.3], [-0.1, 0.0, 0.0], [0.0, -0.1, -0.1], [0.0, -0.1, 0.2], [0.1, 0.2, 0.3], [-0.1, 0.0, 0.2], [0.3, 0.1, 0.2], [-0.1, -0.1, -0.1], [0.0, 0.0, 0.0], [-0.1, -0.1, -0.1], [-0.1, 0.0, -0.1], [0.0, 0.1, 0.1]]
}

(2)
{
  "formula": "C18H38BrCl18N2O4S2",
  "method": "ωB97M-V/def2-TZVPD",
  "gap_ev": 7.62,
  "total_charge": -1,
  "lumo_energy_ev": 1.336,
  "symbols": ["N", "S", "O", "O", "N", "S", "O", "O", "Br", "H", "H", "Cl", "C", "C", "Cl", "H", "H", "H", "H", "Cl", "C", "C", "Cl", "H", "H", "H", "H", "Cl", "C", "C", "Cl", "H", "H", "H", "H", "Cl", "C", "C", "Cl", "H", "H", "H", "H", "Cl", "C", "C", "Cl", "H", "H", "H", "H", "Cl", "C", "C", "Cl", "H", "H", "H", "H", "Cl", "C", "C", "Cl", "H", "H", "H", "H", "Cl", "C", "C", "Cl", "H", "H", "H", "H", "Cl", "C", "C", "Cl", "H", "H", "H", "H"],
  "positions_angstrom": [[-4.7228, 2.4807, 3.6927], [-5.6996, 1.9796, 2.4804], [-6.5771, 3.0235, 2.1288], [-6.4160, 0.8114, 2.8678], [-4.7381, 1.5502, 1.2861], [-3.6838, 2.6425, 0.8270], [-3.8674, 3.9640, 1.2878], [-3.4895, 2.5158, -0.5602], [-1.7789, 1.9655, 1.8017], [-4.3602, 1.6954, 4.2206], [-5.1718, 3.1883, 4.2640], [1.9343, 2.6584, 0.2420], [2.4277, 0.9593, 0.0052], [1.3785, -0.0145, 0.4715], [1.1907, -0.0091, 2.2440], [3.3709, 0.8129, 0.5248], [2.6016, 0.8279, -1.0591], [1.6651, -1.0225, 0.1844], [0.4055, 0.2053, 0.0371], [4.5977, 0.6088, -3.0050], [5.1040, -1.0792, -3.2734], [4.0649, -2.0647, -2.8074], [3.8940, -2.0776, -1.0296], [6.0520, -1.2240, -2.7636], [5.2620, -1.1943, -4.3400], [4.3527, -3.0707, -3.1074], [3.0882, -1.8479, -3.2303], [-8.1588, -4.5112, 3.6678], [-7.2374, -3.1155, 3.0247], [-8.1181, -1.9478, 2.6845], [-9.1654, -2.2849, 1.2744], [-6.6813, -3.4575, 2.1569], [-6.5311, -2.8202, 3.7972], [-7.4977, -1.0903, 2.4308], [-8.7602, -1.6767, 3.5182], [7.5287, -1.3250, -5.3628], [8.6831, -0.1666, -6.0753], [8.0093, 1.1174, -6.4839], [6.9150, 0.8846, -7.8731], [9.1647, -0.6596, -6.9150], [9.4358, 0.0387, -5.3162], [8.7623, 1.8416, -6.7889], [7.4264, 1.5435, -5.6689], [-7.5699, 3.9761, 5.8840], [-8.3467, 2.6721, 4.9364], [-9.7175, 2.3382, 5.4538], [-9.6774, 1.5400, 7.0572], [-7.6907, 1.8067, 4.9517], [-8.4123, 3.0246, 3.9086], [-10.1998, 1.6429, 4.7699], [-10.3377, 3.2259, 5.5431], [6.2179, 3.5174, -4.2426], [4.5494, 4.1195, -4.0452], [4.2790, 5.3328, -4.8930], [5.1803, 6.7654, -4.3306], [4.3939, 4.3257, -2.9898], [3.8840, 3.3102, -4.3413], [3.2209, 5.5815, -4.8419], [4.5468, 5.1575, -5.9313], [10.5113, -2.4167, -7.9489], [10.6555, -4.1877, -7.7989], [9.6517, -4.7548, -6.8304], [10.0070, -4.2837, -5.1497], [11.6729, -4.4164, -7.4946], [10.4877, -4.6031, -8.7907], [9.6830, -5.8421, -6.8702], [8.6429, -4.4254, -7.0658], [0.6296, -4.7221, 0.4343], [1.1298, -6.0905, -0.5880], [2.1728, -5.6890, -1.5971], [1.5108, -4.6024, -2.8455], [0.2430, -6.4904, -1.0722], [1.5393, -6.8517, 0.0739], [2.5494, -6.5721, -2.1105], [3.0073, -5.1798, -1.1208], [-6.0857, 3.1398, 9.5269], [-7.8132, 3.2237, 9.9468], [-8.1307, 2.4808, 11.2169], [-7.9627, 0.7152, 11.0289], [-8.3771, 2.8355, 9.1030], [-8.0583, 4.2773, 10.0706], [-9.1641, 2.6721, 11.5008], [-7.4821, 2.7917, 12.0316]],
  "forces_ev_per_a": [[0.0, 0.2, 0.5], [0.4, -1.0, -1.0], [-0.9, 2.5, -0.1], [-0.3, -2.0, 0.9], [0.6, 0.5, 0.4], [-1.1, -0.8, 0.1], [-0.1, 1.3, 1.1], [0.9, -0.7, -1.9], [0.3, -0.1, 0.0], [0.0, 0.1, 0.0], [0.1, -0.1, 0.0], [0.0, 0.0, 0.0], [0.0, 0.0, 0.0], [-0.2, 0.0, -0.1], [0.1, 0.0, 0.1], [0.0, 0.0, 0.1], [0.0, 0.0, 0.0], [0.0, 0.0, 0.0], [0.0, 0.1, 0.1], [0.0, 0.0, 0.0], [-0.2, -0.1, 0.1], [0.0, 0.0, 0.0], [0.1, -0.1, 0.0], [0.0, 0.0, 0.0], [-0.1, 0.0, 0.0], [0.0, 0.0, 0.0], [0.0, 0.0, 0.0], [0.0, 0.0, 0.0], [0.1, 0.0, 0.0], [0.1, 0.2, 0.0], [-0.1, 0.0, 0.0], [0.0, -0.1, 0.0], [0.0, 0.0, 0.0], [0.0, 0.0, 0.0], [-0.1, -0.1, 0.0], [0.3, -0.1, -0.2], [0.1, 0.1, 0.0], [0.0, 0.1, 0.1], [0.0, 0.0, 0.0], [-0.2, 0.1, 0.1], [0.0, 0.0, 0.1], [0.0, 0.0, 0.0], [0.0, -0.1, -0.1], [0.0, 0.0, 0.1], [0.0, -0.1, -0.1], [-0.1, 0.0, -0.1], [0.0, 0.0, 0.0], [0.0, 0.0, 0.0], [0.0, 0.0, 0.0], [0.0, -0.1, 0.0], [0.0, 0.0, 0.1], [0.1, 0.1, 0.0], [-0.1, -0.1, 0.1], [-0.1, 0.0, -0.1], [0.0, 0.0, 0.0], [0.1, 0.0, 0.0], [0.0, 0.0, 0.0], [0.0, 0.0, 0.1], [0.1, 0.0, 0.0], [0.2, -0.1, -0.1], [0.0, -0.1, -0.1], [-0.1, -0.1, 0.0], [0.0, 0.0, 0.0], [0.0, 0.1, 0.1], [-0.1, 0.0, 0.0], [0.0, 0.0, 0.0], [0.0, 0.1, 0.0], [0.0, 0.0, 0.0], [0.0, 0.0, 0.1], [0.1, -0.1, 0.0], [0.0, 0.0, 0.0], [0.0, 0.0, 0.0], [0.0, 0.0, 0.0], [-0.1, 0.0, 0.0], [0.0, 0.1, 0.0], [0.1, 0.0, 0.0], [-0.1, 0.1, -0.1], [-0.1, 0.1, 0.1], [0.0, 0.0, 0.0], [0.0, 0.0, 0.0], [0.0, 0.0, 0.0], [0.0, 0.0, 0.0], [0.1, 0.0, 0.0]]
}

(3)
{
  "formula": "C18H38BrMnN2O2",
  "method": "ωB97M-V/def2-TZVPD",
  "gap_ev": [2.48, 2.33],
  "total_charge": 1,
  "s2": 8.9919,
  "lumo_energy_ev": [-7.764, -7.684],
  "multiplicity": 6,
  "symbols": ["Mn", "Br", "C", "C", "C", "C", "C", "C", "N", "O", "C", "C", "C", "H", "H", "H", "H", "H", "H", "H", "H", "H", "H", "H", "H", "H", "H", "H", "H", "H", "H", "H", "C", "C", "C", "C", "C", "C", "N", "O", "C", "C", "C", "H", "H", "H", "H", "H", "H", "H", "H", "H", "H", "H", "H", "H", "H", "H", "H", "H", "H", "H"],
  "positions_angstrom": [[18.5599, -27.1109, -7.2367], [17.4932, -28.4695, -5.0806], [20.5725, -26.0430, -1.0685], [19.5308, -27.1494, -0.7182], [19.7749, -27.4470, 0.8125], [18.5784, -28.2290, 1.4488], [17.1987, -27.5771, 1.1574], [16.9584, -27.3450, -0.3392], [18.1208, -26.7057, -0.8964], [18.0168, -26.2506, -2.2037], [16.5478, -28.7145, -0.9921], [15.7607, -26.3111, -0.3371], [19.9471, -28.4606, -1.4641], [21.5821, -26.4234, -0.9135], [20.5284, -25.1749, -0.4109], [20.5321, -25.7004, -2.1024], [20.6387, -28.0968, 0.9526], [19.9390, -26.5571, 1.4201], [18.6294, -28.3056, 2.5349], [18.5217, -29.2638, 1.1111], [17.1087, -26.6600, 1.7395], [16.4309, -28.2885, 1.4614], [17.2655, -29.5128, -0.8027], [15.5158, -28.8633, -0.6745], [16.5384, -28.6706, -2.0812], [15.3326, -26.2678, -1.3386], [15.0039, -26.4761, 0.4298], [16.1862, -25.3287, -0.1322], [21.0310, -28.5758, -1.4507], [19.6707, -28.3733, -2.5148], [19.5070, -29.3616, -1.0368], [17.7322, -27.0454, -2.6607], [16.5652, -33.4282, -3.4802], [18.0360, -32.9511, -3.3333], [18.8665, -33.9431, -2.4954], [20.4248, -33.7680, -2.6688], [20.7234, -33.7834, -4.1522], [20.0031, -32.7543, -5.0631], [18.5743, -32.8681, -4.7363], [17.7955, -32.0287, -5.5451], [20.6695, -31.3267, -4.9396], [20.2469, -33.2919, -6.4581], [18.0751, -31.5443, -2.6085], [16.4902, -34.4041, -3.9599], [15.9201, -32.6856, -3.9498], [16.1689, -33.6204, -2.4832], [18.7517, -33.8590, -1.4147], [18.6390, -34.9892, -2.7000], [21.0668, -34.5703, -2.3051], [20.7235, -32.8437, -2.1742], [20.5454, -34.8085, -4.4771], [21.7919, -33.5771, -4.2148], [20.0612, -30.5265, -5.3612], [20.8090, -30.9107, -3.9418], [21.6865, -31.3343, -5.3318], [19.8227, -32.6633, -7.2412], [21.3210, -33.4050, -6.6049], [19.8512, -34.2941, -6.6224], [19.1172, -31.2306, -2.5471], [17.6258, -31.6358, -1.6197], [17.4474, -30.7512, -3.0149], [17.8538, -31.2108, -5.0458]],
  "forces_ev_per_a": [[-1.0, -1.3, 2.1], [1.0, 1.3, -2.0], [-0.3, 0.0, -0.2], [1.2, -0.6, 2.2], [-1.6, -0.9, 0.4], [-0.7, 0.5, -0.3], [1.4, -0.9, -0.2], [-1.3, 0.1, 1.0], [2.4, 0.7, 0.3], [-0.8, -0.1, 0.0], [0.3, 1.3, -0.3], [1.0, -0.1, -1.1], [-0.5, 0.7, -0.3], [-0.1, -0.4, 0.0], [-0.5, 0.0, 0.0], [-0.2, -0.1, 0.0], [0.3, 0.2, -0.3], [0.0, 0.3, -0.3], [0.5, 0.1, 0.0], [0.3, -0.1, -0.2], [-0.1, 0.1, -0.2], [-0.1, 0.2, 0.3], [-0.4, 0.0, 0.6], [0.2, -0.7, 0.1], [-0.2, 0.3, -0.3], [-0.3, 0.1, 0.1], [0.1, -0.5, -0.2], [0.1, 0.0, 0.0], [0.0, 0.1, 0.2], [-0.1, -0.2, -0.2], [-0.1, 0.1, 0.0], [-0.2, -0.3, -1.0], [0.4, -0.1, 0.9], [-0.4, 0.9, -0.4], [1.9, -0.6, 0.4], [-1.4, 0.4, -0.9], [0.7, 0.9, 0.4], [0.3, -0.5, 1.2], [0.4, -0.9, 0.4], [0.2, -0.1, 0.4], [-0.4, -0.1, 0.6], [0.0, 0.0, -0.8], [-0.1, -0.9, -0.1], [0.2, 0.2, -0.4], [0.2, -0.2, -0.2], [0.0, 0.2, 0.2], [-0.9, 0.4, 0.0], [-0.3, 0.1, -0.5], [-0.6, -0.1, 0.7], [0.2, 0.1, -0.1], [-0.1, 0.1, -0.4], [0.2, -0.2, -0.5], [0.0, -0.2, -0.8], [-0.1, -0.7, 0.6], [-0.2, 0.0, -0.5], [0.1, 0.2, 0.0], [0.1, 0.3, -0.1], [-0.3, 0.1, 0.4], [-0.2, 0.2, 0.2], [0.4, -0.3, 0.2], [0.1, 0.0, -0.7], [-0.4, 0.9, -0.2]]
}